Record 1
Computed, not measured: a cluster of 4 separate species, C43H57F4N5O15P in total at a distorted geometry, with ωB97M-V/def2-TZVPD.

```
125
Properties=species:S:1:pos:R:3:forces:R:3:mulliken_charge:R:1
C 4.914 3.198 2.311 -0.2 -0.1 0.0 -1.26
C 3.456 2.942 1.904 0.5 -0.3 0.3 -0.38
P 3.299 1.346 0.990 -0.1 0.2 -1.1 0.02
C 4.765 0.322 1.368 -0.4 -0.1 0.4 -1.40
N 1.960 0.476 1.766 0.3 0.1 0.6 0.08
C 0.918 -0.069 1.071 -0.2 0.1 -0.4 0.36
N -0.075 -0.754 1.625 0.1 0.1 -0.1 -0.39
C -0.897 -1.135 0.633 0.5 -0.8 0.3 0.22
N -2.038 -1.866 0.670 -0.8 1.3 -0.6 -0.34
C -2.780 -1.907 1.739 0.7 -0.2 0.6 1.06
C -4.253 -1.940 1.549 -0.1 -0.7 -0.2 -0.61
C -2.273 -2.002 3.140 0.6 1.2 -1.1 -1.79
N -0.440 -0.686 -0.548 -0.1 -0.5 0.4 0.09
C -1.006 -0.829 -1.878 -0.1 0.1 -0.4 -1.13
C -1.903 0.344 -2.288 -0.4 -0.3 0.0 -0.42
C -3.359 0.081 -1.890 0.2 0.0 0.1 0.21
C -4.390 0.998 -2.530 -0.1 0.5 0.1 -1.13
C -4.294 2.466 -2.091 0.0 -0.1 0.2 -0.78
C -4.601 2.667 -0.615 -0.1 -0.7 0.2 -0.26
O -5.941 3.169 -0.426 0.4 0.8 -0.3 -0.36
C -6.049 3.743 0.813 0.0 -0.5 0.1 0.71
C -6.165 5.236 0.814 -0.5 -0.1 -0.4 -1.10
O -6.000 3.057 1.796 0.1 0.3 0.3 -0.59
N 0.719 0.000 -0.269 0.0 0.0 -0.2 0.07
O 1.366 0.590 -1.296 -0.1 0.0 0.2 -0.24
C 2.434 -0.247 -1.823 0.5 -0.2 0.0 -0.97
C 3.281 0.635 -2.730 -0.7 -0.2 -0.3 1.28
C 2.632 0.695 -4.124 0.0 0.3 0.1 -1.43
C 4.733 0.153 -2.785 -0.1 0.2 -0.4 -1.59
C 5.710 1.272 -3.162 0.2 0.0 0.6 1.84
C 7.137 0.731 -3.275 -0.4 0.1 0.2 -1.93
C 5.689 2.412 -2.113 -0.6 -0.1 -0.5 -1.03
C 1.913 0.315 3.221 -0.3 -0.2 0.0 0.52
F 3.121 0.654 3.695 0.1 0.1 0.0 -0.30
F 1.704 -0.961 3.563 0.1 -0.1 0.1 -0.30
C 0.865 1.250 3.904 0.1 0.3 -0.3 0.15
F 1.344 1.676 5.085 0.0 -0.2 0.2 -0.30
F -0.294 0.607 4.103 0.0 0.0 0.1 -0.14
H 5.030 4.210 2.692 0.0 0.0 0.0 0.43
H 5.581 3.069 1.458 0.1 0.1 0.0 0.26
H 5.207 2.495 3.088 0.1 0.1 0.0 0.30
H 2.827 2.964 2.791 -0.1 0.1 0.0 0.19
H 3.147 3.715 1.203 -0.3 0.0 0.0 0.44
H 5.003 0.213 2.421 0.2 0.0 0.0 0.52
H 5.605 0.739 0.815 0.1 0.0 0.0 0.38
H 4.540 -0.663 0.956 0.1 0.0 0.0 0.47
H -4.513 -2.688 0.796 0.0 0.0 -0.1 0.40
H -4.591 -0.978 1.159 0.0 0.1 0.1 0.05
H -4.787 -2.186 2.463 0.3 0.1 0.0 -0.10
H -2.426 -1.064 3.676 -0.1 0.1 0.1 0.28
H -2.829 -2.808 3.624 0.5 1.8 -0.6 0.79
H -1.218 -2.258 3.154 0.2 0.3 0.0 0.39
H -0.216 -0.991 -2.609 0.2 0.1 0.2 0.32
H -1.582 -1.752 -1.842 0.0 0.0 0.1 0.70
H -1.852 0.447 -3.373 0.1 0.1 0.0 0.35
H -1.544 1.262 -1.822 0.1 0.1 -0.2 0.31
H -3.596 -0.953 -2.149 -0.1 0.0 0.0 0.35
H -3.422 0.140 -0.800 -0.1 -0.1 0.0 -0.33
H -4.311 0.977 -3.619 0.0 -0.2 0.0 0.37
H -5.386 0.633 -2.270 0.0 0.0 -0.1 0.42
H -3.293 2.855 -2.285 0.0 0.0 -0.1 0.39
H -4.990 3.073 -2.668 0.0 0.0 0.0 0.43
H -4.558 1.718 -0.075 0.2 0.0 0.0 0.06
H -3.882 3.338 -0.138 -0.1 0.2 -0.1 0.37
H -6.419 5.589 -0.181 0.0 0.1 0.0 0.37
H -5.211 5.666 1.113 0.0 0.0 0.1 0.28
H -6.946 5.526 1.512 0.1 0.1 0.2 0.37
H 2.008 -1.100 -2.356 -0.1 0.0 0.0 0.75
H 3.024 -0.637 -0.993 -0.1 0.1 0.1 0.29
H 3.190 1.636 -2.304 0.4 0.0 0.2 0.24
H 1.802 1.403 -4.112 -0.1 -0.1 -0.1 0.36
H 2.246 -0.277 -4.432 0.1 -0.1 -0.1 0.37
H 3.332 1.041 -4.884 0.0 0.0 0.0 0.15
H 4.792 -0.609 -3.570 0.1 -0.2 0.2 0.43
H 5.035 -0.307 -1.839 0.0 0.0 0.0 0.29
H 5.396 1.662 -4.126 0.1 0.1 0.0 -0.15
H 7.276 0.114 -4.161 0.1 -0.1 0.0 0.34
H 7.360 0.143 -2.380 0.1 -0.1 -0.1 0.47
H 7.828 1.571 -3.284 0.2 -0.1 -0.3 0.42
H 5.213 3.299 -2.531 0.1 0.1 0.1 0.37
H 5.073 2.120 -1.260 0.2 0.0 0.2 -0.26
H 6.689 2.681 -1.785 0.0 0.0 0.1 0.43
H 0.701 2.127 3.274 -0.1 0.0 0.0 0.33
C -6.933 -0.513 6.112 0.0 0.1 0.0 -1.03
C -7.242 -1.804 5.924 0.0 0.1 0.1 0.18
C -7.214 -2.442 4.558 0.0 0.2 -0.2 1.45
O -7.477 -3.630 4.490 0.0 -0.1 0.1 -0.72
C -6.869 -1.625 3.418 -0.2 -0.2 0.0 -0.86
C -6.554 -0.334 3.602 0.0 0.1 -0.2 0.13
C -6.556 0.302 4.973 0.0 0.0 0.3 0.98
O -6.230 1.471 5.043 0.0 0.0 -0.1 -0.61
O -6.198 0.468 2.616 0.0 -0.2 0.2 -0.41
O -7.590 -2.623 6.906 0.0 -0.1 0.0 -0.58
H -6.945 -0.048 7.087 0.0 0.0 0.0 0.46
H -6.862 -2.093 2.443 -0.1 0.1 0.0 0.46
H -6.030 1.359 2.989 -0.1 0.1 -0.2 0.40
H -7.760 -3.492 6.495 0.0 0.0 0.0 0.37
C -2.605 -7.461 4.510 0.0 -0.1 0.0 -0.94
C -2.456 -6.159 4.241 0.1 -0.1 0.0 0.15
C -3.602 -5.181 4.341 -0.7 -0.9 0.3 1.21
O -3.354 -4.009 4.085 -1.2 -2.6 1.1 -0.37
C -4.905 -5.676 4.719 0.2 0.5 -0.1 -1.29
C -5.059 -6.983 4.987 -0.3 -0.1 0.1 0.39
C -3.910 -7.959 4.910 0.3 -0.1 -0.1 0.92
O -4.143 -9.117 5.188 -0.1 0.1 0.0 -0.59
O -6.212 -7.522 5.338 0.2 0.1 -0.1 -0.56
O -1.303 -5.614 3.868 -0.1 0.1 0.0 -0.60
H -1.790 -8.167 4.444 0.0 0.0 0.0 0.46
H -5.721 -4.970 4.771 -0.1 -0.1 0.0 0.56
H -6.041 -8.475 5.475 0.0 -0.1 0.0 0.37
H -1.486 -4.664 3.750 0.1 0.0 0.0 0.30
C 7.490 1.471 -9.056 0.1 0.0 -0.1 -1.00
C 6.828 1.630 -7.904 -0.1 -0.1 -0.1 0.35
C 7.402 2.406 -6.747 0.3 0.2 0.1 1.02
O 6.710 2.504 -5.745 -0.1 0.0 -0.2 -0.53
C 8.722 2.976 -6.880 -0.1 0.0 0.1 -1.07
C 9.393 2.818 -8.032 0.0 0.1 0.1 0.30
C 8.809 2.061 -9.202 -0.3 -0.1 0.0 1.07
O 9.486 1.986 -10.207 0.1 0.1 0.0 -0.60
O 10.603 3.303 -8.243 0.0 0.0 0.0 -0.57
O 5.619 1.127 -7.676 0.0 0.0 0.0 -0.57
H 7.085 0.918 -9.891 0.0 0.0 0.0 0.44
H 9.131 3.518 -6.039 0.0 0.0 0.0 0.46
H 10.849 3.048 -9.155 0.0 0.0 0.0 0.37
H 5.386 1.403 -6.770 0.0 0.0 0.0 0.28
```
Positions in Å, forces in eV/Å.

* largest force on an atom: 3.07 eV/Å
* total energy: -3815.587357 a.u.
* HOMO-LUMO gap: 7.6954 eV
* net charge: +1

=====

Record 2
Computed, not measured: a structure of composition C43H57N3OS2W, with ωB97M-V/def2-TZVPD.

```
107
Properties=species:S:1:pos:R:3:forces:R:3:mulliken_charge:R:1
W 1.435 -0.175 -0.724 -0.7 -0.1 0.2 1.20
S -0.266 -1.585 0.242 0.0 0.0 -0.1 -0.19
C -0.518 -1.064 1.900 0.0 0.0 0.0 -0.69
N -1.550 -1.652 2.629 0.0 0.0 0.0 0.33
C -1.623 -1.331 4.051 0.0 0.0 0.0 -0.60
C -0.260 -0.896 4.596 0.0 0.0 0.0 -0.94
N 0.354 0.157 3.807 0.0 0.0 0.0 0.20
C 0.047 1.532 4.194 0.0 0.0 0.0 -1.45
C -1.423 1.891 4.267 0.0 0.0 0.0 0.49
C -2.001 2.217 5.488 0.0 0.0 0.0 -0.57
C -3.359 2.497 5.585 0.0 0.0 0.0 -0.69
C -4.157 2.450 4.453 0.0 0.0 0.0 -0.72
C -3.589 2.128 3.226 0.0 0.0 0.0 -1.27
C -2.234 1.856 3.134 0.0 0.0 0.0 1.16
C 0.326 -0.156 2.430 0.0 0.0 0.0 0.23
S 1.645 0.491 1.463 0.1 0.0 0.0 -0.78
C -2.081 -2.953 2.256 0.0 0.0 0.0 -1.91
C -1.326 -4.124 2.854 0.0 0.0 0.0 0.94
C -2.008 -5.112 3.554 0.0 0.0 0.0 -0.39
C -1.333 -6.194 4.104 0.0 0.0 0.0 -0.63
C 0.043 -6.293 3.964 0.0 0.0 0.0 -0.41
C 0.735 -5.306 3.273 0.0 0.0 0.0 -1.20
C 0.058 -4.229 2.721 0.0 0.0 0.0 0.23
H -1.945 -2.224 4.592 0.0 0.0 0.0 0.48
H -2.365 -0.549 4.224 0.0 0.0 0.0 0.21
H 0.411 -1.759 4.588 0.0 0.0 0.0 0.43
H -0.372 -0.558 5.628 0.0 0.0 0.0 0.46
H 0.561 2.183 3.483 0.0 0.0 0.0 0.32
H 0.497 1.711 5.174 0.0 0.0 0.0 0.49
H -1.382 2.244 6.378 0.0 0.0 0.0 0.40
H -3.792 2.747 6.545 0.0 0.0 0.0 0.39
H -5.217 2.660 4.524 0.0 0.0 0.0 0.41
H -4.209 2.081 2.339 0.0 0.0 0.0 0.48
H -1.803 1.579 2.181 0.0 0.0 0.0 0.52
H -2.087 -3.027 1.170 0.0 0.0 0.0 0.57
H -3.123 -3.002 2.582 0.0 0.0 0.0 0.46
H -3.083 -5.032 3.670 0.0 0.0 0.0 0.36
H -1.880 -6.954 4.646 0.0 0.0 0.0 0.38
H 0.575 -7.132 4.393 0.0 0.0 0.0 0.39
H 1.809 -5.376 3.161 0.0 0.0 0.0 0.44
H 0.605 -3.466 2.181 0.0 0.0 0.0 0.62
C 2.551 -4.564 -1.772 0.0 0.0 0.0 -1.80
C 1.552 -3.443 -1.484 0.0 0.0 0.0 1.39
C 0.531 -3.356 -2.613 0.0 0.0 0.0 -0.96
C 2.306 -2.125 -1.260 0.0 -0.2 0.0 -1.11
H 2.044 -5.524 -1.903 0.0 0.0 0.0 0.47
H 3.272 -4.670 -0.959 0.0 0.0 0.0 0.38
H 3.110 -4.353 -2.690 0.0 0.0 0.0 0.36
H 1.017 -3.700 -0.568 0.0 0.0 0.0 -0.27
H 1.028 -3.141 -3.563 0.0 0.0 0.0 0.00
H -0.205 -2.567 -2.439 0.0 0.0 0.0 0.08
H -0.009 -4.299 -2.724 0.0 0.0 0.0 0.51
H 3.004 -2.004 -2.100 0.0 0.0 0.0 0.56
H 2.967 -2.256 -0.388 0.0 0.0 0.0 0.61
C 5.636 0.341 -0.037 0.0 0.0 0.0 -0.91
O 4.316 -0.204 -0.089 -0.1 0.0 0.0 -0.25
C 3.342 0.367 -0.804 0.4 0.1 -0.1 1.12
C 3.769 1.520 -1.682 0.0 0.0 0.0 -2.04
H 5.625 1.361 0.346 0.0 0.0 0.0 0.32
H 6.117 0.315 -1.014 0.0 0.0 0.0 0.33
H 6.182 -0.296 0.652 0.0 0.0 0.0 0.29
H 4.578 1.201 -2.345 0.0 0.0 0.0 0.58
H 4.136 2.356 -1.079 0.0 0.0 0.0 0.54
H 2.945 1.874 -2.293 0.0 0.0 0.0 0.37
C 2.466 -1.539 -5.479 0.0 0.0 0.0 -1.69
C 1.269 -0.825 -4.920 -0.4 0.0 0.2 -0.22
C 0.056 -0.787 -5.599 0.1 -0.1 0.0 -0.80
C -1.079 -0.234 -5.012 -0.1 0.0 -0.1 0.87
C -2.405 -0.274 -5.726 0.0 0.0 0.0 -1.76
C -0.997 0.360 -3.762 0.0 0.0 0.2 -0.68
C 0.234 0.464 -3.111 0.0 -0.3 0.0 0.63
C 1.321 -0.202 -3.680 0.6 0.1 0.0 -0.14
N 0.458 1.089 -1.856 0.2 0.1 0.0 0.21
C -0.193 2.384 -1.495 0.0 0.0 0.0 1.03
C -0.604 3.219 -2.720 0.0 0.0 0.0 -1.53
C -1.238 4.542 -2.265 0.0 0.0 0.0 0.38
C -2.471 4.240 -1.404 0.0 0.0 0.0 -1.52
C -2.051 3.435 -0.169 0.0 0.0 0.0 0.59
C -1.028 4.236 0.642 0.0 0.0 0.0 -0.80
C 0.187 4.548 -0.235 0.0 0.0 0.0 0.35
C -0.245 5.368 -1.449 0.0 0.0 0.0 -1.72
C 0.820 3.241 -0.717 0.0 0.0 0.0 -1.34
C -1.419 2.115 -0.616 0.0 0.0 0.0 0.07
H 2.705 -1.181 -6.481 0.0 0.0 0.0 0.50
H 2.278 -2.613 -5.549 0.0 0.0 0.0 0.33
H 3.341 -1.394 -4.845 0.0 0.0 0.0 0.28
H -0.023 -1.232 -6.585 0.0 0.0 0.0 0.38
H -2.371 -0.943 -6.585 0.0 0.0 0.0 0.40
H -2.686 0.719 -6.084 0.0 0.0 0.0 0.30
H -3.195 -0.617 -5.058 0.0 0.0 0.0 0.38
H -1.898 0.724 -3.284 0.0 0.0 0.0 0.36
H 2.250 -0.257 -3.109 0.0 0.3 -0.4 0.45
H -1.334 2.702 -3.337 0.0 -0.1 0.0 0.61
H 0.273 3.400 -3.351 0.0 0.0 0.0 0.28
H -1.538 5.102 -3.155 0.0 0.0 0.0 0.24
H -3.208 3.677 -1.986 0.0 0.0 0.0 0.54
H -2.946 5.176 -1.097 0.0 0.0 0.0 0.51
H -2.927 3.228 0.452 0.0 0.0 0.0 0.30
H -0.718 3.662 1.520 0.0 0.0 0.0 -0.11
H -1.478 5.165 1.005 0.0 0.0 0.0 0.69
H 0.927 5.103 0.348 0.0 0.0 0.0 0.49
H 0.627 5.621 -2.061 0.0 0.0 0.0 0.52
H -0.707 6.308 -1.134 0.0 0.0 0.0 0.58
H 1.199 2.681 0.137 0.0 0.0 0.0 -0.19
H 1.664 3.463 -1.376 0.0 0.0 0.0 0.48
H -2.142 1.508 -1.172 0.0 0.0 0.0 0.50
H -1.099 1.515 0.242 0.0 0.0 0.0 -1.42
```
Positions in Å, forces in eV/Å.

* largest force on an atom: 0.74 eV/Å
* relative energy (zero: lowest compared OMol25 entry of this formula, charge and spin): 0.0 kcal/mol
* total energy: -2775.709853 a.u.
* HOMO-LUMO gap: 6.8333 eV
* net charge: 0